DFT (wB97M-V/def2-TZVPD) results for a cluster of 13 separate species, C50H134N8O17 in total at a distorted geometry.

Values from the calculation:
DFT total energy in Eh: -3701.707502
<S²>: 0.760
Spin multiplicity: 2
Net charge: +1
Maximum force in eV Å⁻¹: 6.437

Geometry as XYZ:
```
209
Properties=species:S:1:pos:R:3:forces:R:3
C 19.377359 11.331437 -0.619376 -0.229 -1.283 -0.174
C 19.859900 12.740154 -0.506060 -0.299 0.297 1.295
C 21.367245 12.990781 -0.498402 -0.773 -0.135 -0.461
O 22.002641 12.654572 -1.735074 0.823 1.602 -0.343
C 23.054627 13.589139 -2.136751 0.431 -0.757 0.058
N 19.137752 13.611318 -1.411905 0.545 0.140 -0.856
H 18.291857 11.233514 -0.605344 -0.268 0.588 0.073
H 19.673045 10.725111 0.236799 0.515 -0.205 -0.213
H 19.639938 10.873917 -1.573233 0.484 -0.247 0.073
H 19.585997 13.029230 0.508589 -0.023 0.293 0.271
H 21.748664 12.394621 0.330575 0.495 0.040 -0.027
H 21.448989 14.055081 -0.277723 0.438 0.135 0.006
H 23.848258 13.741663 -1.405320 -0.196 -0.451 0.597
H 22.812905 14.613403 -2.420575 -1.182 0.067 0.138
H 23.585134 13.201916 -3.006650 -0.386 -0.492 -0.022
H 19.463596 13.303141 -2.316869 0.341 0.751 -0.345
H 18.211225 13.219208 -1.500721 -0.790 0.278 0.593
C 15.077932 15.333500 -2.109343 0.091 0.820 0.640
C 15.823271 15.929095 -3.324853 -1.493 0.773 -0.413
C 15.470481 17.436738 -3.701843 -1.341 -2.042 -0.914
O 14.307339 17.419790 -4.591594 1.069 1.231 1.726
C 13.732918 18.745768 -4.725158 -1.211 -1.075 -1.088
N 17.198659 15.766782 -3.073926 1.204 -0.449 0.500
H 15.293266 15.902847 -1.205152 0.586 -0.107 0.212
H 15.440231 14.309062 -2.023549 -0.476 0.001 0.429
H 13.990390 15.406607 -2.113461 -0.085 -0.329 -0.870
H 15.667566 15.107085 -4.023522 -0.751 1.014 -1.310
H 16.273229 17.934188 -4.246138 0.288 0.002 0.181
H 15.244056 17.936675 -2.760092 -0.008 0.310 -0.030
H 13.361742 19.286955 -3.854842 0.630 -0.436 0.700
H 12.814565 18.510588 -5.263134 -0.069 0.263 -0.260
H 14.293585 19.431337 -5.360571 0.498 -0.200 0.080
H 17.357067 14.771699 -3.143428 1.106 -0.377 -0.398
H 17.562444 16.050492 -2.175444 0.046 0.793 0.565
C 17.658878 20.911904 -3.581243 0.532 0.658 1.334
C 17.659461 21.334505 -5.017668 0.191 -0.377 0.221
C 17.470048 22.855942 -5.296858 1.296 -0.977 -0.714
O 16.582123 23.461796 -4.389730 0.088 1.310 -1.605
C 16.205511 24.826472 -4.826357 -1.441 -0.955 1.704
N 18.810010 20.637896 -5.704913 -1.118 1.359 -0.347
H 18.617829 21.057043 -3.083813 0.496 0.030 -0.253
H 17.469639 19.839041 -3.545715 -0.398 0.027 0.335
H 17.020145 21.527663 -2.948036 -0.672 -0.438 -0.140
H 16.736583 20.887232 -5.386922 -0.021 -0.099 -0.519
H 17.175203 22.844563 -6.346169 -0.788 0.465 -0.157
H 18.402399 23.418219 -5.348407 0.497 -0.075 0.481
H 16.942136 25.629625 -4.846748 0.674 -0.637 0.045
H 15.495024 25.049313 -4.030330 0.120 0.497 0.094
H 15.573798 24.901956 -5.711425 0.431 -0.691 -0.507
H 18.784637 19.679582 -5.386959 -0.010 -0.187 -0.037
H 19.688112 21.029557 -5.395696 0.116 0.207 0.146
C 9.268114 17.271627 -4.246883 0.322 0.421 -0.103
C 9.584317 15.742406 -4.397835 -3.225 2.093 -0.046
C 10.986688 15.555785 -4.691605 1.430 -1.618 0.223
O 11.177624 14.154067 -5.117360 -0.681 1.955 1.557
C 12.513483 13.843868 -5.283729 0.557 0.055 -1.942
N 9.082624 15.167535 -3.135579 0.982 -0.200 -0.433
H 9.967675 17.737978 -3.553174 0.216 -0.213 0.255
H 8.290718 17.535084 -3.842681 -0.180 -0.717 0.148
H 9.320148 17.916000 -5.124481 0.278 -0.481 -0.615
H 9.070775 15.359815 -5.279880 -0.500 -0.102 -0.070
H 11.487451 15.799460 -3.754607 0.841 -0.400 0.144
H 11.355384 16.245394 -5.450960 -0.055 -0.057 -0.280
H 13.232549 14.260135 -4.578205 -0.251 -0.545 0.864
H 12.855761 14.302183 -6.211566 0.184 0.345 -0.541
H 12.555814 12.784755 -5.537868 0.368 -0.154 0.820
H 8.074051 15.128190 -3.172044 -0.047 -0.052 0.062
H 9.433376 14.227389 -3.020728 -0.094 -0.258 -0.016
C 18.772246 18.898086 0.459042 0.473 0.459 -0.228
C 19.085229 17.428791 0.334682 -0.075 -1.245 1.189
O 18.572208 16.763994 -0.812142 -0.622 0.627 -0.700
H 19.149426 19.420617 -0.420045 -0.015 0.221 0.030
H 19.262777 19.319420 1.336522 0.467 -0.189 -0.054
H 17.746286 19.219719 0.638066 -0.330 -0.704 -0.411
H 18.702660 16.876488 1.192991 -0.367 0.184 0.381
H 20.134937 17.136048 0.357204 0.415 1.019 0.067
H 19.229937 16.110661 -1.061452 -0.225 -0.524 0.194
C 12.083707 18.875395 -9.800033 1.370 -0.349 0.212
C 12.078914 19.225426 -8.322436 -2.012 1.332 -0.327
O 11.158195 20.321830 -8.202491 0.453 0.457 0.498
H 12.804138 18.088501 -10.023371 0.042 -0.248 -0.039
H 12.441264 19.757077 -10.331911 -0.331 0.014 -0.185
H 11.110045 18.545231 -10.162071 -0.028 0.214 0.155
H 12.968013 19.702496 -7.910134 0.440 -0.894 -0.183
H 11.628856 18.451816 -7.700282 0.817 -0.564 0.169
H 10.256538 20.002820 -8.285276 -0.322 0.081 -0.427
C 16.781964 19.216534 -7.920601 2.103 -0.385 0.067
C 15.640325 18.273138 -7.882850 -0.388 0.102 -0.331
O 15.985266 17.028427 -8.499882 0.167 0.174 0.062
H 17.224418 19.232485 -8.916627 -0.425 0.421 -0.320
H 17.628808 18.812944 -7.365569 -0.004 0.062 0.396
H 16.634966 20.224838 -7.533531 -0.412 -0.121 -0.232
H 14.868014 18.771608 -8.468656 -0.633 -0.369 0.315
H 15.348060 18.025491 -6.862382 -0.433 0.451 0.111
H 15.389990 16.393882 -8.094178 -0.014 -0.235 -0.291
C 20.689630 13.265139 -5.042392 2.539 -1.913 -1.551
C 19.664018 12.390365 -4.403122 -0.480 1.798 0.930
O 18.621025 13.319942 -4.172792 -1.730 0.257 0.383
H 20.435976 13.677209 -6.019096 -0.622 0.153 0.165
H 21.493055 12.583069 -5.320595 0.608 0.067 -0.022
H 21.177412 14.022538 -4.428796 -0.503 -0.065 0.413
H 19.984558 12.147858 -3.389933 0.505 -1.012 -0.385
H 19.250964 11.536764 -4.940563 0.642 -0.026 -0.272
H 18.838227 14.049814 -4.757353 -0.821 0.330 -0.314
C 15.934435 11.478930 -3.813570 -0.095 -0.597 0.799
C 16.947851 10.318742 -3.571216 -0.250 -0.169 -0.472
O 16.728514 9.571946 -2.368295 -1.085 0.819 0.299
H 16.210493 12.145893 -4.630298 0.540 -0.134 0.102
H 15.765867 12.066179 -2.910888 0.237 0.190 0.071
H 14.947299 11.112763 -4.095676 0.017 -0.390 0.110
H 17.981844 10.663488 -3.582415 -0.132 0.194 -0.065
H 16.782579 9.636591 -4.405152 0.381 -0.110 -0.232
H 17.467808 9.033129 -2.077203 0.255 0.185 -0.522
C 12.814249 12.032506 -1.657621 -2.875 -0.900 -1.270
O 13.695019 12.584720 -0.850278 5.498 -1.027 3.186
C 14.659244 11.537861 -0.224760 0.291 2.500 -0.171
C 15.273696 12.371686 0.898482 -0.563 -0.395 0.014
N 16.127294 13.427683 0.345184 -0.472 0.778 -0.964
C 16.996672 14.047214 1.303863 0.257 -0.849 1.366
C 16.132648 14.775909 2.332335 1.666 1.201 1.124
O 15.121525 15.495209 1.702974 -1.125 0.303 -0.850
C 14.580450 16.594994 2.431881 -0.185 -0.356 -0.006
H 13.186605 11.266043 -2.337318 0.198 0.126 -0.391
H 12.376205 12.895097 -2.159768 -0.489 -0.404 -0.664
H 12.062522 11.560280 -1.025154 -0.738 -0.370 -0.332
H 15.513111 11.309989 -0.862786 -0.541 -0.121 -0.784
H 14.188332 10.607017 0.091268 -0.536 0.312 0.001
H 15.836549 11.808810 1.643113 -0.171 -0.341 -0.014
H 14.367845 12.814017 1.313057 0.195 0.120 0.893
H 15.478120 14.200602 0.381062 -0.730 0.093 -1.857
H 17.707394 14.801376 0.965913 -0.248 -0.148 -1.133
H 17.624193 13.254555 1.711294 0.037 0.097 0.744
H 16.775155 15.595379 2.654435 0.469 -0.337 1.226
H 15.777444 14.162865 3.160654 -0.121 -0.052 0.057
H 15.318131 17.173385 2.988116 0.500 -0.017 -0.261
H 13.869684 16.263539 3.188873 -0.237 -0.198 -0.082
H 14.077629 17.238308 1.709788 -0.027 -0.067 0.112
C 7.837774 20.921820 -9.791157 -0.341 -2.196 1.106
O 8.593356 20.467281 -8.616629 -0.812 1.033 0.608
C 7.921054 20.527173 -7.308874 -0.241 1.064 -0.811
C 7.964537 21.913394 -6.651259 0.846 1.197 0.736
N 9.335963 22.425611 -6.519970 -0.315 -0.460 -0.503
C 10.166182 21.722967 -5.556686 0.494 0.202 0.257
C 11.506202 22.471816 -5.487417 0.146 -0.722 -0.032
O 12.233625 22.023362 -4.331899 -2.635 -0.063 -0.399
C 13.568953 22.260780 -4.319581 1.505 0.269 -0.055
H 6.962167 21.511620 -9.519969 0.569 0.769 -0.076
H 7.388365 19.995512 -10.149044 -0.141 -0.108 -0.404
H 8.503970 21.244428 -10.591285 -0.028 0.623 0.546
H 8.501091 19.872485 -6.658459 -0.383 -0.419 -0.229
H 6.870116 20.264560 -7.430025 0.053 -0.621 0.111
H 7.602329 21.982984 -5.625554 -0.718 -0.810 -0.029
H 7.469994 22.737863 -7.164853 -0.537 -0.508 -0.510
H 9.652162 22.102623 -7.423183 1.183 0.603 -0.424
H 10.252198 20.673487 -5.838268 0.806 -0.162 -0.102
H 9.772497 21.644189 -4.543317 -0.522 0.692 0.073
H 11.387497 23.555215 -5.503710 -0.486 0.154 0.617
H 12.046618 22.318460 -6.421508 0.394 -0.619 -0.070
H 13.870490 23.050805 -5.007364 0.106 0.007 -0.202
H 14.070693 21.325546 -4.567941 0.620 0.180 -0.129
H 13.893323 22.581218 -3.329534 0.014 -0.066 0.155
C 12.652717 17.518161 -0.614071 -1.456 1.605 0.646
O 11.970083 18.381940 0.327874 0.616 0.035 -0.264
C 12.036670 19.781976 -0.109965 0.154 -1.217 2.826
C 11.557566 20.509962 1.193123 -0.573 0.222 -1.568
N 12.489093 20.541161 2.271359 0.703 0.948 1.221
C 11.952163 21.132894 3.577809 0.456 -0.533 -0.846
C 11.792265 22.641281 3.496850 0.863 0.700 0.270
O 11.053507 23.177726 4.605139 -0.095 -0.986 -0.786
C 10.904562 24.579535 4.549816 -0.278 -0.317 0.633
H 12.555297 16.473168 -0.319780 -0.085 0.158 0.029
H 13.693867 17.837781 -0.658409 0.225 -0.197 -0.364
H 12.062767 17.784287 -1.491129 0.726 -0.888 -0.976
H 11.390842 19.981642 -0.965032 -0.047 -0.058 -0.035
H 13.090328 19.964321 -0.321274 0.047 0.497 -0.241
H 10.685220 19.937372 1.508175 -0.663 0.224 -0.272
H 11.302491 21.531434 0.910918 -0.353 -0.002 0.048
H 12.851204 19.600714 2.338780 0.024 -0.005 0.822
H 12.682036 20.979532 4.372712 -0.038 -0.542 -0.125
H 10.993189 20.716163 3.885674 -0.151 -0.325 -0.074
H 11.433367 22.914137 2.504465 -0.630 0.346 0.109
H 12.784348 23.083892 3.586134 0.335 0.054 -0.328
H 11.849131 25.101185 4.703952 0.291 0.049 -0.561
H 10.314034 24.862636 5.421156 -0.247 -0.117 -0.103
H 10.365702 24.862610 3.645599 0.219 0.315 -0.126
C 22.899363 18.238180 -2.399499 0.877 1.400 -0.137
O 21.819566 17.594123 -1.826456 -1.187 -1.263 0.333
C 20.907212 17.034623 -2.771116 1.838 -0.425 0.590
C 20.028933 18.138465 -3.354142 -0.138 0.144 -0.634
N 19.082797 17.725667 -4.358599 0.012 -1.739 -0.127
C 19.551684 16.791421 -5.374353 0.874 0.680 -1.154
C 18.484794 16.401928 -6.374182 -0.453 -0.800 -0.253
O 18.161686 15.051516 -6.207184 0.688 -0.707 1.614
C 17.034137 14.545572 -6.880610 0.474 0.434 0.450
H 23.688648 18.347875 -1.655789 -0.235 0.099 0.187
H 22.566789 19.226364 -2.717263 0.319 0.344 -0.099
H 23.396814 17.785688 -3.257342 -0.416 -0.676 -0.213
H 20.384755 16.214701 -2.278299 -0.526 0.474 0.114
H 21.546598 16.429190 -3.413552 -0.112 0.489 -1.105
H 20.547293 18.898701 -3.938483 0.988 0.101 0.560
H 19.531024 18.628822 -2.517632 -0.172 -0.050 -0.195
H 18.283514 17.232498 -3.987071 -1.575 0.016 0.738
H 20.088567 15.962675 -4.912788 -0.346 -0.360 -0.070
H 20.280881 17.205463 -6.070730 0.605 0.828 0.717
H 18.882902 16.488399 -7.385185 -0.124 0.501 -0.180
H 17.603678 17.035887 -6.275008 -0.154 0.143 -0.026
H 16.884679 13.519963 -6.543132 0.310 -0.095 -0.337
H 17.292768 14.657417 -7.933562 -1.024 -0.250 -0.269
H 16.180859 15.100584 -6.490756 -0.461 0.196 -0.696
```
Positions in Å, forces in eV/Å.